<one>
DFT (ωB97M-V/def2-TZVPD) results for one molecule with the formula BrH4N2OP.

Calculated values
- multiplicity = 1
- SMILES string = N=[P@](N)(O)Br
- E_HOMO (eV) = -9.664
- orbital gap (eV) = 9.6

```
9
Properties=species:S:1:pos:R:3:nbo_charge:R:1
N -1.7459 0.5081 0.3816 -1.22
P -0.2612 0.1851 0.0925 2.16
N 0.0778 -1.3238 -0.1827 -1.22
O 0.7783 0.8027 1.1090 -1.01
Br 0.7696 1.2087 -2.1078 -0.53
H -1.6407 1.2388 1.0986 0.39
H 0.9327 -1.6656 -0.6742 0.44
H -0.7284 -1.7760 -0.6634 0.44
H 1.8180 0.8220 0.9464 0.55
```



<two>
DFT (ωB97M-V/def2-TZVPD) results for one molecule with the formula BrH4N2OP.

Calculated values
- multiplicity = 1
- SMILES string = N=[P@](N)(O)Br
- E_HOMO (eV) = -9.906
- orbital gap (eV) = 10.2

```
9
Properties=species:S:1:pos:R:3:nbo_charge:R:1
N -1.3566 0.5165 -0.9036 -1.27
P -0.0347 0.0600 -0.3299 1.92
N -0.0657 -1.4639 0.2631 -1.17
O 0.6655 0.9854 1.2821 -1.00
Br 1.5960 0.2840 -1.7767 -0.19
H -1.4292 1.3249 -1.4620 0.40
H 0.7585 -2.0189 0.2541 0.42
H -0.4272 -1.4884 1.2123 0.42
H 0.2933 1.8004 1.4606 0.47
```



Stability, lowest: <two>



<one>
DFT (ωB97M-V/def2-TZVPD) results for a 2-piece molecular cluster, C3H6NO overall.

Calculated values
- multiplicity = 1
- E_HOMO (eV) = -16.086
- net charge = +1
- orbital gap (eV) = 11.5

```
11
Properties=species:S:1:pos:R:3:nbo_charge:R:1
C 0.6284 1.4024 0.0573 -0.47
C 1.5102 1.8596 -0.6325 0.02
C -1.3944 -0.7849 0.3496 0.50
N -0.0317 -1.1529 -0.0554 -0.79
O -1.8290 -1.1605 1.3845 -0.39
H -0.1942 1.2812 0.8098 0.30
H 2.3868 2.0416 -1.1664 0.26
H -1.9558 -0.1152 -0.3271 0.19
H 0.3867 -0.1333 0.1084 0.45
H 0.0567 -1.3895 -1.0637 0.46
H 0.4363 -1.8485 0.5357 0.47
```



<two>
DFT (ωB97M-V/def2-TZVPD) results for an isolated ion of composition C3H6NO and charge +1.

Calculated values
- multiplicity = 1
- SMILES string = CC(C)=[N+]=O
- E_HOMO (eV) = -16.246
- net charge = +1
- orbital gap (eV) = 8.9

```
11
Properties=species:S:1:pos:R:3:nbo_charge:R:1
C 0.5433 -0.7865 0.8482 -0.60
C 0.7974 0.2263 -0.2621 0.24
C -0.2608 0.8440 -0.9691 -0.69
N 2.0186 0.3878 -0.5366 0.37
O 3.1786 0.2942 -0.6586 0.00
H -0.0715 -0.2380 1.5810 0.27
H -0.1835 -1.4611 0.3179 0.27
H 1.2727 -1.3140 1.3301 0.26
H -0.5405 0.1109 -1.8556 0.30
H 0.0062 1.8707 -1.2732 0.29
H -1.2349 0.7885 -0.2946 0.29
```



Stability, lowest: <two>



<one>
DFT (ωB97M-V/def2-TZVPD) results for a 6-piece molecular cluster, CH14NO5 overall.

Calculated values
- multiplicity = 1
- E_HOMO (eV) = -14.785
- net charge = +1
- orbital gap (eV) = 11.4

```
21
Properties=species:S:1:pos:R:3:nbo_charge:R:1
C -1.0128 -0.9103 -0.4251 0.12
N 0.2509 -0.9524 -0.5079 -0.62
H -1.5237 -1.5950 0.4221 0.24
H -1.5759 -0.2505 -1.0799 0.25
H 0.8311 -0.4205 -1.1628 0.43
H 0.8671 -1.5160 0.1850 0.46
H 1.4271 -2.8139 1.6394 0.51
H 1.0493 -3.6851 0.4363 0.50
O 1.3004 -2.8292 0.7014 -0.93
H -1.7826 1.3621 -3.0563 0.48
H -2.1067 2.5006 -2.3536 0.47
O -1.9691 1.6551 -2.1511 -0.94
H -0.2573 0.0025 2.7745 0.49
H -0.1354 -1.1027 3.8612 0.49
O 0.2648 -0.7782 3.0190 -0.97
H 2.4346 2.4800 -0.6930 0.49
H 2.7878 1.4417 -1.8205 0.49
O 2.2045 1.7146 -1.1692 -0.97
H -1.7519 2.0356 0.3019 0.48
H -0.2454 2.1283 0.4237 0.49
O -1.0569 1.5334 0.6547 -0.95
```



<two>
DFT (ωB97M-V/def2-TZVPD) results for a 6-piece molecular cluster, CH14NO5 overall.

Calculated values
- multiplicity = 1
- E_HOMO (eV) = -14.875
- net charge = +1
- orbital gap (eV) = 5.2

```
21
Properties=species:S:1:pos:R:3:nbo_charge:R:1
C 1.1067 -1.3448 -0.9919 -0.51
N 0.2080 -0.7608 -0.0795 -0.14
H 0.6548 -1.4851 -1.9879 0.34
H 2.0201 -0.7364 -1.0243 0.36
H -0.3958 -1.3521 0.5309 0.45
H 1.3705 -2.3218 -0.5928 0.24
H -2.3642 -2.1061 -0.2235 0.53
H -1.7122 -0.7839 0.0702 0.51
O -1.6993 -1.7340 0.3842 -0.81
H 1.7118 0.8094 1.4595 0.51
H 3.1163 0.4936 1.6159 0.50
O 2.4301 0.3983 0.9358 -0.93
H -2.4927 1.2397 0.2775 0.50
H -0.9105 1.0310 -1.2859 0.48
O -1.6396 0.7807 0.2799 -1.05
H -0.1835 1.5383 -2.6074 0.51
H -0.1707 0.1434 -0.4257 0.46
O -0.5390 0.7745 -2.1451 -0.98
H 0.0067 2.4225 2.4842 0.51
H -0.6593 1.2932 1.4574 0.51
O 0.1417 1.7005 1.8685 -1.00
```



Stability, lowest: <two>